DFT (ωB97M-V/def2-TZVPD) results for the ion C10H24N3O4P2 with charge +1 in a non-equilibrium geometry.

ORCA input file:
```
! RIJCOSX wB97M-V def2-TZVPD def2/J DEFGRID3
* xyz 1 1
C -1.19 4.38 0.40
C -0.78 3.53 -0.80
P 0.37 2.18 -0.31
C 1.42 1.97 -1.81
N -0.69 0.80 -0.23
C -1.03 0.16 -1.51
C -0.35 -1.17 -1.71
N -0.86 -2.12 -0.68
C -0.06 -3.40 -0.66
C 1.15 -3.39 0.22
O 1.93 -2.24 -0.06
C 3.31 -2.44 0.04
O 4.04 -2.26 -0.93
C -1.04 -1.45 0.66
C -0.28 -0.16 0.79
P -0.61 0.53 2.48
N -1.75 1.57 2.54
O 0.78 1.05 3.00
O -0.90 -0.70 3.45
H -0.63 4.10 1.27
H -2.23 4.22 0.65
H -1.04 5.42 0.20
H -0.31 4.12 -1.57
H -1.66 3.06 -1.24
H 0.89 2.23 -2.72
H 1.84 0.98 -1.92
H 2.22 2.69 -1.71
H -0.83 0.80 -2.35
H -2.10 -0.03 -1.53
H -0.67 -1.56 -2.67
H 0.72 -1.14 -1.73
H -1.78 -2.38 -0.99
H -0.70 -4.23 -0.40
H 0.25 -3.58 -1.68
H 1.70 -4.29 0.00
H 0.87 -3.45 1.27
H 3.68 -2.69 1.03
H -0.85 -2.12 1.48
H -2.09 -1.20 0.73
H 0.79 -0.31 0.74
H -2.15 1.74 1.62
H 0.72 2.01 3.05
H -0.09 -1.22 3.59
*
```

For the energy, the calculation gives -1543.146481 hartree. The lowest unoccupied orbital energy comes out at -3.12 eV. The calculation puts the HOMO energy at -11.450 eV. The relative energy (zero: lowest compared OMol25 entry of this formula, charge and spin) comes out at 0.564 eV. As for the SMILES: CCP(C)N1CC[N@@H+](CCOC=O)C[C@@H]1P(=N)(O)O.